ORCA calculation (ωB97M-V with the def2-TZVPD basis set) on a cluster of 11 separate species, C76H177N11O17 in total.

Atoms and positions in Å:
C1 6.477977 27.684561 7.992261
C2 5.910164 26.281421 7.951260
C3 5.227067 25.993904 9.311513
C4 4.843499 26.222679 6.867466
C5 4.344316 24.827172 6.515106
C6 5.509818 23.865297 6.411834
C7 6.688033 23.934152 7.372554
C8 6.206535 23.108012 8.595297
C9 7.902429 23.271895 6.759857
N1 6.976985 25.339633 7.664488
O1 8.020667 25.447175 8.632542
H1 6.826907 28.079922 7.035260
H2 5.731542 28.407470 8.340578
H3 7.302737 27.779824 8.702446
H4 6.012630 25.822448 10.056485
H5 4.797800 26.924077 9.703809
H6 4.462512 25.227950 9.269171
H7 4.076085 26.964247 7.088514
H8 5.301980 26.613994 5.943020
H9 3.574385 24.610864 7.267615
H10 3.740034 24.787819 5.606874
H11 5.888884 23.999421 5.383605
H12 5.136432 22.841841 6.285689
H13 6.853977 23.153016 9.485851
H14 6.196957 22.055213 8.303558
H15 5.214861 23.348459 8.968897
H16 8.154432 23.782259 5.824082
H17 7.690359 22.238361 6.488836
H18 8.802374 23.389386 7.361358
H19 7.949459 24.640391 9.163371
C10 -2.709672 27.883778 12.009608
C11 -2.483548 26.587278 12.805087
C12 -1.674290 25.622828 11.916296
C13 -1.626959 26.911102 14.032244
C14 -1.608481 25.791577 15.069459
C15 -3.048203 25.471038 15.498158
C16 -3.881028 25.042513 14.309114
C17 -3.570103 23.597142 13.858633
C18 -5.373418 25.037650 14.672121
N2 -3.744648 26.016347 13.230366
O2 -4.607201 25.784628 12.145581
H20 -2.280936 28.744787 12.534614
H21 -2.220707 27.869990 11.039005
H22 -3.774097 28.106313 11.984500
H23 -2.303625 25.277071 11.087018
H24 -0.809747 26.072601 11.420238
H25 -1.328187 24.723941 12.432104
H26 -0.609249 27.210173 13.784941
H27 -2.110295 27.738764 14.570317
H28 -1.201646 24.859307 14.669000
H29 -1.082699 26.058286 15.987164
H30 -3.515603 26.326714 15.992935
H31 -3.031957 24.624117 16.189485
H32 -4.107531 22.872461 14.479675
H33 -2.505302 23.366379 13.924315
H34 -3.966214 23.373786 12.865686
H35 -5.550425 24.525405 15.620368
H36 -6.069319 24.717965 13.906355
H37 -5.561162 26.090539 14.932611
H38 -5.339121 26.386802 12.319328
C19 -1.614027 31.021230 4.855332
C20 -2.287391 29.715516 5.343633
C21 -2.057098 29.678523 6.851677
C22 -3.779803 29.850792 5.031812
C23 -4.535376 28.512446 5.029196
C24 -3.829502 27.633095 4.017893
C25 -2.390093 27.324277 4.452839
C26 -2.288251 26.383093 5.659166
C27 -1.769041 26.600590 3.255115
N3 -1.701885 28.572229 4.679142
O3 -0.298899 28.521198 4.767223
H39 -2.300927 31.863528 4.937413
H40 -0.749102 31.209752 5.493234
H41 -1.256468 30.978687 3.825665
H42 -1.022519 29.530332 7.170334
H43 -2.378212 30.620101 7.308774
H44 -2.587423 28.864559 7.358693
H45 -4.303752 30.425562 5.799176
H46 -3.850272 30.351645 4.065161
H47 -4.402238 28.059303 6.014456
H48 -5.594593 28.621071 4.805539
H49 -3.733590 28.112880 3.041447
H50 -4.278621 26.647496 3.862607
H51 -2.861162 26.851423 6.475231
H52 -1.270975 26.227155 6.005436
H53 -2.901001 25.476210 5.597814
H54 -0.716855 26.324512 3.355156
H55 -1.820807 27.192651 2.334117
H56 -2.331936 25.684033 3.067017
H57 -0.018340 28.620070 3.850465
C28 -5.040015 17.570074 10.248752
C29 -4.099853 16.767261 9.349290
C30 -3.293304 15.839669 10.257764
C31 -5.005194 15.983353 8.405066
C32 -4.302111 15.539537 7.118840
C33 -3.652328 16.722625 6.418010
C34 -2.643104 17.451760 7.313030
C35 -1.331457 16.659309 7.404939
C36 -2.378463 18.828623 6.667961
N4 -3.321521 17.721615 8.582404
O4 -2.540672 18.518537 9.466867
H58 -5.763083 16.945994 10.778973
H59 -4.474258 18.141767 10.986545
H60 -5.640099 18.283692 9.674965
H61 -2.699588 16.417512 10.968393
H62 -3.963496 15.271049 10.906214
H63 -2.674974 15.179784 9.649469
H64 -5.267694 15.047354 8.909613
H65 -5.935610 16.491955 8.147163
H66 -3.515794 14.822456 7.379045
H67 -5.032828 15.031984 6.487556
H68 -4.408043 17.439539 6.084866
H69 -3.160430 16.327154 5.523782
H70 -0.604899 17.261534 7.952999
H71 -0.953674 16.553819 6.381446
H72 -1.391272 15.646711 7.800182
H73 -2.938158 18.912690 5.735397
H74 -1.327438 19.002538 6.425603
H75 -2.664281 19.656323 7.310318
H76 -2.890897 19.402393 9.232707
C37 -6.440866 28.599751 9.629626
O5 -6.564064 27.194800 9.582490
C38 -6.597726 26.721655 8.240649
C39 -6.715154 25.211014 8.180991
C40 -5.514994 24.537399 8.820526
N5 -6.595117 24.935032 6.683834
H77 -6.211954 28.862134 10.664698
H78 -7.424813 29.036311 9.403011
H79 -5.695100 29.094460 8.997900
H80 -7.497715 27.072334 7.710939
H81 -5.680531 27.073766 7.765376
H82 -7.683385 24.780818 8.432228
H83 -5.423754 24.936320 9.827412
H84 -4.581123 24.641996 8.269517
H85 -5.724137 23.462178 8.862405
H86 -6.502607 23.919058 6.649908
H87 -7.519336 25.101541 6.286150
C41 3.643261 31.140676 7.401159
O6 3.022702 32.011352 6.477829
C42 3.183593 33.349115 6.880653
C43 2.251677 34.244655 6.099807
N6 2.925990 34.880315 4.943255
C44 3.242298 33.897543 3.898058
C45 3.301623 34.564432 2.529937
O7 2.014450 34.674689 2.005636
C46 1.864345 34.305088 0.651893
H88 3.434325 30.080938 7.267825
H89 3.202225 31.414857 8.368797
H90 4.726009 31.293736 7.419001
H91 4.217508 33.700906 6.768233
H92 2.903955 33.465409 7.939241
H93 2.024310 35.105814 6.730599
H94 1.375889 33.660016 5.798047
H95 2.220388 35.521137 4.587461
H96 2.475207 33.120290 3.799746
H97 4.226662 33.493096 4.135911
H98 3.969493 33.932446 1.929518
H99 3.782813 35.546284 2.600630
H100 1.978300 33.228696 0.485350
H101 2.638532 34.802645 0.055353
H102 0.875314 34.655465 0.373939
C47 0.410650 19.471605 9.955836
O8 1.603595 20.073125 9.501223
C48 2.756870 19.206435 9.704821
C49 2.911783 18.331521 8.493069
N7 3.700268 18.974879 7.449710
C50 3.065749 20.151061 6.875151
C51 1.820856 19.896634 6.016261
O9 2.278648 19.670007 4.701005
C52 1.243120 19.610245 3.746078
H103 0.478925 19.418438 11.058337
H104 0.220203 18.467251 9.577567
H105 -0.396711 20.173655 9.771183
H106 2.477972 18.682133 10.625798
H107 3.556541 19.923368 9.871924
H108 1.924852 17.987619 8.152367
H109 3.449086 17.415389 8.760814
H110 3.926445 18.290591 6.740148
H111 3.741770 20.598415 6.139472
H112 2.861415 20.906910 7.627572
H113 1.186561 20.792478 6.110317
H114 1.202634 19.021759 6.257306
H115 0.547268 20.451552 3.888935
H116 0.614819 18.717770 3.883497
H117 1.694841 19.667868 2.761914
C53 5.896206 33.414878 10.695641
O10 5.655281 32.033204 10.669400
C54 5.565125 31.428220 11.931206
C55 5.482500 29.934110 11.729215
N8 4.454358 29.599210 10.731843
C56 3.230931 28.945424 11.181935
C57 2.233805 29.083466 10.078192
O11 1.637094 30.346350 10.219262
C58 0.545679 30.562930 9.355851
H118 6.676341 33.713513 11.406693
H119 4.978367 33.966691 10.930125
H120 6.274676 33.713502 9.718400
H121 4.622810 31.759370 12.393842
H122 6.398376 31.606833 12.621474
H123 5.161639 29.437585 12.651906
H124 6.444899 29.512421 11.435812
H125 4.155768 30.499646 10.367525
H126 2.770362 29.364188 12.093127
H127 3.461200 27.913144 11.464271
H128 1.489222 28.284693 10.261701
H129 2.605190 28.923067 9.065188
H130 0.107688 31.508246 9.673540
H131 -0.172248 29.759941 9.568109
H132 0.761052 30.631566 8.284814
C59 -1.406274 15.048161 12.790398
O12 -0.845299 15.907758 13.765435
C60 -1.029620 17.253177 13.426617
C61 -0.187205 18.123510 14.329135
N9 1.173060 18.215997 13.801114
C62 2.087164 19.064844 14.573954
C63 3.079545 19.708652 13.623090
O13 2.465275 20.845905 13.072489
C64 3.323946 21.766735 12.428625
H133 -2.503212 15.095269 12.818452
H134 -1.203745 14.046630 13.184588
H135 -0.961906 15.163674 11.802163
H136 -2.103415 17.467590 13.494548
H137 -0.718759 17.439222 12.389325
H138 -0.208216 17.838755 15.379224
H139 -0.619215 19.143178 14.278693
H140 1.099751 18.614807 12.872073
H141 2.608897 18.486157 15.340125
H142 1.493003 19.840286 15.078415
H143 3.506576 18.960624 12.940299
H144 3.948818 20.003055 14.238972
H145 4.339370 21.374519 12.420057
H146 3.203712 22.751442 12.888657
H147 2.981950 21.922583 11.398330
C65 -4.371855 21.457290 10.168931
O14 -3.384632 21.556869 9.148317
C66 -2.406475 22.543155 9.454819
C67 -1.581382 22.735763 8.200951
N10 -0.810547 23.962101 8.291513
C68 0.412964 23.899177 9.055043
C69 1.066608 25.259658 9.059320
O15 1.449579 25.499185 7.695116
C70 1.344650 26.808684 7.273176
H148 -3.873203 20.936969 10.998203
H149 -5.220647 20.940154 9.733904
H150 -4.673306 22.421508 10.588466
H151 -1.800735 22.218874 10.308323
H152 -2.891614 23.510919 9.606777
H153 -2.229947 22.872671 7.331528
H154 -0.954279 21.867239 7.939463
H155 -0.637214 24.405780 7.401731
H156 1.106907 23.148102 8.668282
H157 0.162673 23.778170 10.120663
H158 1.966206 25.288172 9.678266
H159 0.390925 26.075620 9.338632
H160 0.348470 27.223025 7.511596
H161 1.452648 26.929040 6.194599
H162 2.024782 27.557847 7.701246
C71 -9.962065 23.464623 12.724324
O16 -10.146279 22.590002 11.637428
C72 -9.131192 22.708268 10.663939
C73 -9.316465 21.576058 9.647744
N11 -8.913988 22.027329 8.333415
C74 -9.013257 20.939680 7.347843
C75 -7.938177 19.847439 7.468059
O17 -6.746315 20.516090 7.857857
C76 -5.558384 20.092544 7.215087
H163 -10.632387 23.184986 13.539463
H164 -10.261987 24.492735 12.491738
H165 -8.927855 23.365013 13.068417
H166 -8.169425 22.569307 11.181825
H167 -9.125625 23.645475 10.095065
H168 -10.386465 21.350841 9.627392
H169 -8.863859 20.673866 10.085022
H170 -7.930988 22.286067 8.293243
H171 -8.837435 21.413637 6.377221
H172 -10.011200 20.500895 7.387161
H173 -7.766507 19.371216 6.496418
H174 -8.197076 19.033968 8.156784
H175 -4.804933 20.807379 7.527893
H176 -5.551310 20.117375 6.109117
H177 -5.429732 19.020170 7.396580

Cartesian forces (eV/Å) of the 3 atoms listed first:
C 0.3 1.1 0.3
C -1.0 -0.2 1.0
C 0.6 1.2 0.5

Spin multiplicity: 1
Electronic energy, eV: -132866.157
SMILES string: CC1(C)CCCC(C)(C)N1O.CC1(C)CCCC(C)(C)N1O.CC1(C)CCCC(C)(C)N1O.CC1(C)CCCC(C)(C)N1O.COC[C@H](C)N.COCCNCCOC.COCCNCCOC.COCCNCCOC.COCCNCCOC.COCCNCCOC.COCCNCCOC
HOMO, eV: -7.9575
HOMO-LUMO gap, eV: 8.4
ΔE to the lowest compared entry with this formula, charge and spin, eV: 0.0000

Here are the Mulliken charges for atoms 1 to 4, given in e: atom 1 (C): -1.69, atom 2 (C): 2.17, atom 3 (C): -0.58, atom 4 (C): -1.06



ORCA calculation (ωB97M-V with the def2-TZVPD basis set) on the ion C4H4ClN2S with charge -1.

Atoms and positions in Å:
C1 -0.123051 1.340976 0.055739
C2 0.514963 0.180819 0.122334
C3 -2.128891 -0.292480 -0.152601
C4 2.002783 0.314380 -0.288570
N1 0.079041 -1.062592 0.357950
N2 -1.314921 -1.157894 0.304989
S1 -0.709001 2.835812 0.034793
Cl1 -3.799886 -1.107734 -0.039902
H1 2.356224 1.252252 -0.627155
H2 2.761654 0.116221 0.572002
H3 2.020829 -0.436508 -0.982148
H4 -1.659742 -1.983250 0.642574

Cartesian forces (eV/Å) of the 3 atoms listed first:
C -0.8 0.7 0.0
C 0.8 2.0 -0.3
C -1.0 1.0 -0.4

Spin multiplicity: 1
Electronic energy, eV: -30547.488
Total charge: -1
HOMO, eV: -2.3582
HOMO-LUMO gap, eV: 5.9
ΔE to the lowest compared entry with this formula, charge and spin, eV: 0.0000

Here are the Mulliken charges for atoms 1 to 4, given in e: atom 1 (C): -0.32, atom 2 (C): 1.19, atom 3 (C): -0.32, atom 4 (C): -1.10



ORCA calculation (ωB97M-V with the def2-TZVPD basis set) on an isolated molecule of C6H7NO.

Atoms and positions in Å:
C1 1.656870 0.229615 -1.846881
C2 0.442744 0.846393 -2.112356
O1 -0.475648 0.475832 -1.071110
C3 0.339156 -0.155524 -0.139947
N1 -0.194650 -0.436869 1.087404
C4 -1.517005 -0.843197 1.424708
C5 -0.937118 0.440217 1.869456
C6 1.607301 -0.397254 -0.600084
H1 2.546166 0.161256 -2.465417
H2 0.131529 1.514986 -2.874079
H3 -1.523746 -1.823942 2.044612
H4 -2.123835 -0.781185 0.583664
H5 -0.835502 0.568659 2.932512
H6 -1.376423 1.215350 1.233917
H7 2.260160 -1.014336 -0.066399

Cartesian forces (eV/Å) of the 3 atoms listed first:
C -0.4 1.0 -1.5
C 0.8 -2.2 1.9
O 2.8 1.2 -0.6

Spin multiplicity: 1
Electronic energy, eV: -9870.025
SMILES string: c1coc(N2CC2)c1
HOMO, eV: -8.2821
HOMO-LUMO gap, eV: 9.4
ΔE to the lowest compared entry with this formula, charge and spin, eV: 2.6329

Here are the Mulliken charges for atoms 1 to 4, given in e: atom 1 (C): -0.20, atom 2 (C): -0.69, atom 3 (O): -0.34, atom 4 (C): 0.57